[1]
ORCA calculation (ωB97M-V/def2-TZVPD) on a structure of composition C24H18HoN3O5S4Si.

Calculated values
HOMO-LUMO gap (spin up / spin down): 6.223 / 6.190 eV
⟨S²⟩: 6.004
2S+1: 5
Lowest unoccupied orbital energy (spin up / spin down): 3.890 / 3.891 eV
Charge: -2
Electronic energy: -116910.6806 eV

Last column: Löwdin spin population.
Positions of all 56 atoms, in Å:
Ho1 -0.31 0.41 0.41  4.041
S1 -1.39 -1.45 1.98  -0.008
C1 -1.22 -2.89 0.98  0.000
C2 -0.91 -4.10 1.59  0.000
C3 -0.52 -5.16 0.81  0.000
C4 0.02 -6.35 1.45  0.000
N1 0.49 -7.18 2.11  0.000
C5 -0.56 -5.11 -0.59  0.000
C6 -1.02 -3.97 -1.16  0.000
C7 -1.32 -2.79 -0.41  0.000
S2 -1.69 -1.34 -1.35  -0.005
C8 -0.18 -6.19 -1.42  0.000
N2 0.06 -7.00 -2.22  0.000
H1 -0.85 -4.17 2.67  0.000
H2 -1.05 -3.86 -2.25  0.000
O1 0.75 2.37 6.36  0.000
C9 0.48 2.05 5.20  0.000
C10 -0.84 2.14 4.44  0.000
O2 -1.95 2.41 4.88  -0.001
C11 -0.47 1.76 3.10  0.000
C12 0.87 1.30 2.96  0.001
O3 1.29 0.82 1.88  -0.005
C13 1.56 1.45 4.25  0.000
O4 2.70 1.14 4.57  0.000
O5 -1.21 1.76 2.02  -0.007
S3 -1.97 2.29 -1.39  -0.002
C14 -3.02 2.12 -0.12  -0.001
N3 -3.44 0.97 0.37  0.000
C15 -4.14 0.92 1.66  0.000
C16 -4.35 2.40 2.08  0.000
S4 -3.62 3.44 0.87  0.000
H3 -3.11 0.09 -0.06  0.000
H4 -3.64 0.33 2.41  0.000
H5 -5.12 0.44 1.60  0.000
H6 -3.91 2.60 3.06  0.000
H7 -5.37 2.64 2.17  0.000
C17 3.60 0.47 -0.43  -0.001
Si1 1.95 0.11 -1.39  -0.006
C18 2.34 -1.52 -2.37  -0.002
C19 2.00 1.55 -2.71  -0.001
C20 1.01 1.64 -3.70  0.000
C21 1.06 2.62 -4.69  0.000
C22 2.03 3.60 -4.66  0.000
C23 2.96 3.59 -3.64  0.000
C24 2.94 2.57 -2.70  0.000
H8 4.53 0.29 -1.03  0.000
H9 3.72 -0.06 0.46  0.000
H10 3.69 1.54 -0.15  0.000
H11 3.35 -1.48 -2.79  0.000
H12 1.61 -1.63 -3.21  0.000
H13 2.20 -2.34 -1.69  0.000
H14 0.20 0.94 -3.77  0.000
H15 0.27 2.60 -5.46  0.000
H16 2.09 4.37 -5.42  0.000
H17 3.74 4.33 -3.62  0.000
H18 3.71 2.54 -1.96  0.000

=====

[2]
ORCA calculation (ωB97M-V/def2-TZVPD) on a cluster of 6 separate species, C26H67FN6O4 in total.

Calculated values
HOMO-LUMO gap (spin up / spin down): 1.899 / 6.066 eV
⟨S²⟩: 0.762
2S+1: 2
Lowest unoccupied orbital energy (spin up / spin down): -6.712 / -6.739 eV
Charge: +3
Electronic energy: -47864.4312 eV

Last column: Löwdin spin population.
Positions of all 104 atoms, in Å:
F1 -0.34 0.05 -0.48  0.002
C1 0.80 2.73 -7.63  0.004
C2 0.48 3.31 -6.27  0.008
N1 1.05 2.64 -5.02  0.149
C3 0.48 2.64 -3.77  -0.024
C4 1.33 1.89 -2.90  0.073
N2 2.35 1.34 -3.64  0.200
C5 2.20 1.87 -4.94  0.392
C6 3.49 0.73 -3.19  0.033
H1 0.32 3.27 -8.46  0.000
H2 0.39 1.72 -7.64  0.002
H3 1.84 2.70 -7.96  0.001
H4 -0.60 3.28 -6.16  0.001
H5 0.88 4.32 -6.26  0.006
H6 -0.44 3.21 -3.72  -0.002
H7 1.33 1.65 -1.85  0.018
H8 2.93 1.74 -5.73  0.049
H9 3.80 1.16 -2.24  0.015
H10 4.25 0.97 -3.94  0.013
H11 3.49 -0.36 -3.26  0.011
C7 -3.33 -4.55 2.47  0.000
N3 -3.19 -3.69 1.26  0.000
C8 -1.93 -4.15 0.50  0.000
C9 -4.62 -3.81 0.65  0.000
C10 -3.03 -2.20 1.75  0.000
C11 -3.34 -1.00 0.79  0.000
O1 -2.71 -1.18 -0.39  0.000
H12 -3.80 -5.51 2.22  0.000
H13 -4.02 -4.27 3.27  0.000
H14 -2.38 -4.79 2.95  0.000
H15 -1.97 -5.23 0.37  0.000
H16 -1.11 -3.77 1.11  0.000
H17 -1.93 -3.61 -0.45  0.000
H18 -5.10 -4.79 0.67  0.000
H19 -4.52 -3.51 -0.39  0.000
H20 -5.25 -3.10 1.19  0.000
H21 -2.04 -2.12 2.19  0.000
H22 -3.67 -2.07 2.62  0.000
H23 -3.11 0.03 1.07  0.000
H24 -4.42 -0.88 0.78  0.000
H25 -1.81 -0.85 -0.34  0.000
C12 4.28 -3.65 1.41  0.001
N4 3.74 -4.22 0.08  0.000
C13 4.93 -5.01 -0.56  0.000
C14 2.52 -5.20 0.35  0.000
C15 3.35 -3.21 -1.04  0.001
C16 2.42 -2.12 -0.45  0.001
O2 1.51 -1.70 -1.44  0.003
H26 5.14 -3.12 1.01  0.000
H27 4.63 -4.50 2.00  0.000
H28 3.55 -3.01 1.92  0.000
H29 5.40 -5.64 0.20  0.000
H30 5.73 -4.29 -0.73  0.000
H31 4.59 -5.47 -1.48  0.000
H32 1.95 -5.44 -0.55  0.000
H33 1.93 -4.61 1.05  0.000
H34 3.05 -6.04 0.78  0.000
H35 2.87 -3.77 -1.84  0.000
H36 4.27 -2.74 -1.39  0.001
H37 3.07 -1.34 -0.07  0.001
H38 1.95 -2.42 0.49  0.000
H39 0.90 -1.03 -1.14  0.000
C17 2.66 1.15 1.74  0.008
N5 1.80 1.34 2.96  0.001
C18 0.28 1.64 2.58  0.001
C19 1.69 -0.02 3.67  0.001
C20 2.42 2.45 3.91  0.001
C21 1.99 2.44 5.39  0.000
O3 0.68 2.60 5.57  0.000
H40 2.36 0.24 1.24  0.001
H41 3.64 0.87 2.14  0.002
H42 2.69 2.06 1.15  0.009
H43 -0.44 1.79 3.38  0.000
H44 -0.10 0.84 1.95  0.000
H45 0.42 2.55 1.99  0.001
H46 2.61 -0.48 4.04  0.000
H47 1.32 -0.79 2.99  0.000
H48 0.95 0.04 4.46  0.000
H49 2.32 3.41 3.41  0.001
H50 3.46 2.13 4.00  0.000
H51 2.51 3.25 5.89  0.000
H52 2.31 1.51 5.86  0.000
H53 0.43 2.60 6.50  0.000
C22 -4.12 4.94 -0.59  0.000
N6 -3.80 3.61 0.11  0.000
C23 -4.44 3.71 1.56  0.000
C24 -4.57 2.40 -0.58  0.000
C25 -2.25 3.31 0.29  0.001
C26 -1.42 3.14 -1.03  0.004
O4 -2.01 2.02 -1.68  0.002
H54 -4.97 4.89 -1.27  0.000
H55 -3.29 5.33 -1.19  0.000
H56 -4.48 5.68 0.12  0.000
H57 -4.59 2.69 1.93  0.000
H58 -5.33 4.31 1.74  0.000
H59 -3.67 4.17 2.18  0.000
H60 -5.66 2.48 -0.60  0.000
H61 -4.42 1.44 -0.08  0.000
H62 -4.32 2.17 -1.61  0.000
H63 -2.07 2.41 0.88  0.000
H64 -1.94 4.16 0.89  0.000
H65 -0.41 2.87 -0.74  0.005
H66 -1.28 4.07 -1.59  0.002
H67 -1.48 1.27 -1.40  0.000

=====

[3]
ORCA calculation (ωB97M-V/def2-TZVPD) on a structure of composition C9H16ClMnNOTi.

Calculated values
Energy above the lowest of the compared OMol25 structures with the same formula, charge and spin: 168.1 kJ/mol
HOMO-LUMO gap (spin up / spin down): 2.078 / 2.150 eV
⟨S²⟩: 12.024
2S+1: 7
Lowest unoccupied orbital energy (spin up / spin down): 0.751 / 0.755 eV
Charge: -1
Electronic energy: -80081.5314 eV

Last column: Löwdin spin population.
Positions of all 30 atoms, in Å:
Mn1 -0.05 0.03 0.19  4.633
Cl1 -0.08 1.62 -1.46  0.102
C1 -1.85 -0.85 0.62  0.052
H1 -1.71 -1.65 1.36  0.016
H2 -2.11 -1.24 -0.37  0.016
H3 -2.56 -0.10 0.98  0.012
Ti1 0.55 0.16 -4.01  1.006
C2 -1.41 0.79 -4.29  0.017
C3 2.23 1.34 -3.65  0.018
C4 0.98 -1.47 -5.03  -0.041
H4 2.72 0.77 -2.84  0.007
H5 2.93 1.51 -4.47  0.005
H6 1.88 2.27 -3.19  0.000
H7 -1.97 0.06 -3.68  0.007
H8 -1.53 1.75 -3.80  0.000
H9 -1.79 0.79 -5.31  0.005
H10 0.22 -2.11 -5.49  -0.006
H11 2.01 -1.83 -5.16  -0.006
O1 1.18 -0.01 1.71  0.074
N1 0.63 -0.09 2.96  0.020
C5 -0.37 0.77 3.27  0.023
C6 -0.80 0.84 4.57  -0.001
C7 -0.36 -0.20 5.48  0.015
C8 0.48 -1.20 5.06  0.001
C9 1.07 -1.07 3.78  0.015
H12 -0.64 1.52 2.43  0.007
H13 -1.27 1.77 4.88  0.000
H14 -0.81 -0.23 6.49  0.001
H15 0.69 -2.12 5.66  0.000
H16 1.74 -1.82 3.29  0.001

=====

[4]
ORCA calculation (ωB97M-V/def2-TZVPD) on a cluster of 2 separate species, C3H5BrO in total.

Calculated values
Energy above the lowest of the compared OMol25 structures with the same formula, charge and spin: 406.2 kJ/mol
HOMO-LUMO gap (spin up / spin down): 8.238 / 8.233 eV
Lowest unoccupied orbital energy (spin up / spin down): -0.883 / -0.884 eV
Charge: 0
Electronic energy: -75277.0701 eV

Last column: Löwdin charge in e.
Positions of all 10 atoms, in Å:
C1 0.64 1.59 -0.12  -0.050
C2 1.32 0.50 -0.06  -0.627
C3 -1.15 -1.18 0.09  -0.310
O1 0.15 -1.46 -0.17  -0.235
Br1 2.97 -0.19 0.04  0.853
H1 1.13 2.55 -0.08  0.078
H2 -0.44 1.60 -0.20  0.065
H3 -1.59 -0.44 -0.59  0.065
H4 -1.32 -0.85 1.14  0.076
H5 -1.72 -2.11 -0.05  0.084

=====

[5]
ORCA calculation (ωB97M-V/def2-TZVPD) on an isolated molecule of C10H13N3O2.

Calculated values
Energy above the lowest of the compared OMol25 structures with the same formula, charge and spin: 410.6 kJ/mol
HOMO-LUMO gap: 9.221 eV
Lowest unoccupied orbital energy: 0.290 eV
Charge: 0
Electronic energy: -19142.0135 eV

Last column: Löwdin charge in e.
Positions of all 28 atoms, in Å:
C1 1.89 1.22 -1.50  -0.054
C2 1.29 1.79 -2.58  -0.047
C3 0.06 0.15 1.54  -0.205
C4 -1.41 0.28 1.36  -0.433
C5 1.15 0.38 0.56  -0.339
C6 -0.35 0.95 -1.31  0.038
C7 0.66 0.23 2.96  0.001
C8 -0.04 -3.14 1.17  -0.078
C9 -1.21 2.05 -3.28  -0.037
C10 -1.31 -2.20 0.90  -0.193
N1 0.91 0.69 -0.73  -0.017
N2 -0.09 1.70 -2.38  -0.146
N3 -1.00 -0.96 1.51  0.066
O1 -2.27 1.12 1.23  0.098
O2 2.33 0.35 0.95  0.067
H1 2.93 1.10 -1.16  0.133
H2 1.75 2.29 -3.48  0.138
H3 1.37 1.06 2.92  0.095
H4 1.11 -0.77 3.08  0.083
H5 -0.13 0.23 3.71  0.088
H6 0.03 -3.30 2.31  0.095
H7 -0.17 -4.06 0.60  0.063
H8 0.92 -2.60 0.97  0.071
H9 -1.34 3.11 -3.39  0.076
H10 -1.36 1.46 -4.19  0.085
H11 -2.16 1.65 -2.78  0.107
H12 -2.15 -2.74 1.28  0.101
H13 -1.41 -2.04 -0.26  0.145

=====

The following F_max values (in eV Å⁻¹) correspond, in order, to the records above: 2.7; 3.8; 2.8; 3.8; 4.6.